(1)
Below is the molecule C3H4Si in a non-equilibrium geometry, with properties calculated with ωB97M-V/def2-TZVPD.

Summary:
DFT total energy = -406.06566 Eh
maximum force = 0.0594 Eh/bohr
net charge = 0
energy relative to the best compared isomer or geometry (same formula, charge and spin) = 15.5 kJ/mol
gap between HOMO and LUMO = 0.325 Eh

Each line ends with the Mulliken charge.
Positions of all 8 atoms, in Å:
C -0.9407 0.8028 -0.0145  -0.04
C -0.9931 -0.8662 -0.0214  -0.19
C 0.1111 0.0247 -0.5581  -0.54
Si -2.6248 0.0897 -0.0954  0.01
H -0.5837 1.3060 0.9340  0.18
H -0.6416 -1.3518 0.9768  0.18
H 0.9531 0.0661 0.1210  0.18
H 0.4744 0.1260 -1.5816  0.23

(2)
Below is the ion C4H12NO2 with charge +1 in a non-equilibrium geometry, with properties calculated with ωB97M-V/def2-TZVPD.

Summary:
DFT total energy = -364.59503 Eh
SMILES = [NH3+][C@@H](CO)CCO
maximum force = 0.0259 Eh/bohr
net charge = +1
energy relative to the best compared isomer or geometry (same formula, charge and spin) = 105.5 kJ/mol
gap between HOMO and LUMO = 0.435 Eh

Each line ends with the Mulliken charge.
Positions of all 19 atoms, in Å:
C -0.6076 -0.1273 1.8472  -0.75
O -1.0700 1.2011 1.6396  -0.59
C 0.1897 -0.4948 0.6161  0.08
C -0.6218 -0.6252 -0.6746  -0.72
C 0.1755 -0.6854 -1.9612  -0.59
O 0.7574 0.5934 -2.3055  -0.60
N 1.1872 0.6649 0.4329  -0.22
H -1.3890 -0.8178 2.1311  0.47
H 0.1266 -0.0740 2.6674  0.33
H -1.9544 1.3587 1.9945  0.35
H 0.8420 -1.3486 0.7259  0.42
H -1.3234 0.2166 -0.7190  0.31
H -1.1711 -1.5636 -0.5870  0.41
H -0.4153 -1.0528 -2.7965  0.37
H 1.0285 -1.3075 -1.7748  0.35
H 0.0438 1.2348 -2.4234  0.34
H 0.8203 1.4787 0.9389  0.36
H 2.1050 0.4701 0.8214  0.36
H 1.2765 0.8789 -0.5729  0.33